A structure of composition C23H43N2O2P3Rh at a distorted geometry, computed with ωB97M-V/def2-TZVPD.

Positions of all 74 atoms, in Å:
Rh: 0.345 0.347 0.680
P: -1.001 -0.370 2.240
P: -2.348 -1.356 -3.056
P: 0.881 2.082 1.844
H: 0.352 1.207 -4.777
C: -0.066 0.333 -4.270
C: 0.546 0.171 -2.928
H: 0.425 -0.849 -2.557
C: -2.283 0.792 2.864
C: -2.052 -1.798 1.762
C: -0.185 -1.060 3.746
C: -3.584 -2.482 -3.829
C: -1.395 -2.539 -1.994
C: -3.344 -0.645 -1.681
C: 2.328 2.882 1.069
C: 1.477 1.919 3.575
C: -0.345 3.442 1.951
H: 0.019 -0.523 -4.944
H: 1.582 0.518 -2.893
H: -3.165 0.229 3.203
H: -2.601 1.459 2.054
H: -1.917 1.398 3.703
H: -3.027 -1.739 2.269
H: -1.557 -2.737 2.042
H: -2.224 -1.785 0.680
H: -0.125 -0.314 4.549
H: 0.826 -1.406 3.492
H: -0.750 -1.934 4.103
H: -3.626 -3.443 -3.288
H: -3.265 -2.645 -4.873
H: -4.570 -1.987 -3.827
H: -1.079 -3.403 -2.596
H: -2.013 -2.876 -1.148
H: -0.504 -2.034 -1.592
H: -4.062 -1.408 -1.326
H: -3.887 0.241 -2.048
H: -2.674 -0.335 -0.859
H: 2.948 3.366 1.837
H: 1.998 3.628 0.335
H: 2.925 2.119 0.556
H: 2.248 2.677 3.769
H: 1.927 0.933 3.732
H: 0.666 2.059 4.301
H: 0.131 4.392 1.676
H: -0.747 3.532 2.968
H: -1.168 3.265 1.253
C: -0.041 2.333 -1.908
C: -1.096 3.130 -1.453
C: -0.930 4.495 -1.506
C: 0.303 5.033 -1.894
C: 1.408 4.209 -2.144
C: 1.253 2.822 -2.159
O: -0.442 1.080 -2.269
H: -1.118 0.591 -4.095
H: -2.015 2.630 -1.168
H: -1.763 5.135 -1.239
H: 0.414 6.115 -1.987
H: 2.401 4.638 -2.341
H: 2.108 2.170 -2.354
N: 2.400 -5.522 2.166
C: 1.560 -4.486 1.863
O: 0.411 -4.394 2.331
C: 2.144 -3.412 0.988
C: 3.503 -3.200 0.692
C: 3.885 -1.974 0.160
C: 2.951 -0.940 0.048
N: 1.660 -1.165 0.347
C: 1.226 -2.408 0.634
H: 1.999 -6.282 2.700
H: 3.269 -5.682 1.669
H: 4.225 -3.987 0.888
H: 4.901 -1.774 -0.130
H: 3.189 0.074 -0.263
H: 0.135 -2.555 0.657

## Properties
Frontier orbital gap (alpha / beta) ... 0.2615 / 0.1572 Eh
Relative energy (zero: lowest compared OMol25 entry of this formula, charge and spin) ... 123.6 kJ/mol
HOMO energy (alpha / beta) ... -15.8 / -16.1 eV
LUMO level (alpha / beta) ... -8.7 / -11.9 eV
Charge ... +3
Calculated total energy ... -62469.1239 eV
2S+1 ... 5


A cluster of 2 separate species, C4H12 in total at a distorted geometry, computed with ωB97M-V/def2-TZVPD.

Positions of all 16 atoms, in Å:
C: -1.574 -1.930 -0.533
C: -1.219 -1.644 0.898
H: -2.648 -1.813 -0.666
H: -1.028 -1.294 -1.228
H: -1.275 -2.950 -0.798
H: -0.238 -1.170 0.983
H: -1.130 -2.512 1.563
H: -1.958 -1.045 1.438
C: 1.044 1.112 -0.067
C: 1.663 2.462 -0.370
H: -0.001 0.955 -0.312
H: 1.629 0.296 -0.489
H: 1.173 0.917 1.007
H: 2.531 2.441 -1.035
H: 1.015 3.177 -0.896
H: 2.016 2.998 0.505

## Properties
Frontier orbital gap ... 0.4646 Eh
Relative energy (zero: lowest compared OMol25 entry of this formula, charge and spin) ... 35.7 kJ/mol
HOMO energy ... -11.5 eV
LUMO level ... 1.1 eV
Charge ... 0
Calculated total energy ... -4342.1585 eV
2S+1 ... 1


A structure of composition C31H46N4OsP2Si at a distorted geometry, computed with ωB97M-V/def2-TZVPD.

Positions of all 85 atoms, in Å:
Os: -0.921 -0.399 -0.418
C: -0.511 -1.822 -3.030
C: 0.419 -0.661 -3.028
C: -0.194 0.510 -3.794
C: -1.545 0.968 -3.220
C: -1.935 0.628 -1.777
C: -2.557 -0.678 -1.410
C: -3.015 -1.534 -2.588
C: -1.900 -1.876 -3.573
C: -1.632 0.092 1.508
H: 0.051 -2.667 -3.459
H: 1.336 -0.967 -3.555
H: -0.342 0.170 -4.835
H: 0.517 1.340 -3.874
H: -1.600 2.062 -3.335
H: -2.378 0.569 -3.811
H: -2.651 1.426 -1.509
H: -3.380 -0.603 -0.691
H: -3.856 -1.062 -3.123
H: -3.446 -2.472 -2.223
H: -2.030 -2.927 -3.844
H: -2.009 -1.360 -4.537
H: -1.992 -0.943 1.588
H: -2.440 0.785 1.745
H: -0.837 0.264 2.248
P: -0.559 2.016 0.223
P: 1.208 -0.280 -1.397
N: -2.291 2.878 0.336
N: 0.202 2.820 1.587
N: 1.259 -2.554 -1.401
N: 2.962 -0.585 -0.450
C: 0.420 2.597 -1.206
C: 1.532 1.575 -1.559
C: -3.510 2.193 0.327
C: -4.568 3.081 0.228
C: -3.999 4.382 0.227
C: -2.609 4.230 0.304
C: -0.494 3.164 2.768
C: -0.078 4.412 3.183
C: 0.965 4.835 2.300
C: 1.178 3.823 1.395
C: 0.081 -3.221 -1.185
C: 0.306 -4.615 -1.314
C: 1.591 -4.742 -1.883
C: 2.148 -3.446 -1.934
C: 4.004 -1.178 -1.117
C: 5.035 -1.464 -0.220
C: 4.599 -1.031 1.054
C: 3.323 -0.472 0.873
H: 0.857 3.575 -0.967
H: -0.298 2.783 -2.023
H: 1.897 1.740 -2.580
H: 2.407 1.695 -0.906
H: -3.598 1.119 0.402
H: -5.603 2.764 0.165
H: -4.553 5.309 0.178
H: -1.840 4.983 0.379
H: -1.197 2.470 3.202
H: -0.480 4.968 4.011
H: 1.481 5.779 2.316
H: 1.918 3.720 0.619
H: -0.818 -2.755 -0.772
H: -0.394 -5.396 -1.052
H: 2.080 -5.624 -2.261
H: 3.113 -3.150 -2.321
H: 3.954 -1.317 -2.187
H: 5.966 -1.939 -0.484
H: 5.114 -1.130 2.000
H: 2.686 0.028 1.594
C: 1.242 0.147 3.828
Si: 0.736 -1.535 3.142
C: 2.159 -2.752 3.389
C: -0.603 -2.154 4.326
C: 0.261 -1.656 1.261
H: 1.056 0.115 4.915
H: 0.734 1.033 3.425
H: 2.322 0.302 3.696
H: 2.486 -2.690 4.436
H: 1.797 -3.768 3.179
H: 3.010 -2.547 2.729
H: -1.386 -1.410 4.533
H: -1.090 -3.068 3.959
H: -0.096 -2.396 5.275
H: 1.210 -1.935 0.771
H: -0.384 -2.566 1.233

## Properties
Frontier orbital gap (alpha / beta) ... 0.2151 / 0.1238 Eh
Relative energy (zero: lowest compared OMol25 entry of this formula, charge and spin) ... 603.7 kJ/mol
HOMO energy (alpha / beta) ... -12.7 / -12.7 eV
LUMO level (alpha / beta) ... -6.9 / -9.4 eV
Charge ... +2
Calculated total energy ... -67748.6346 eV
2S+1 ... 5


A structure of composition C21H47AlCl3FN5O6 at a distorted geometry, computed with ωB97M-V/def2-TZVPD.

Positions of all 84 atoms, in Å:
C: -8.509 0.145 -3.203
C: -7.225 0.527 -3.697
C: -5.572 0.643 -3.806
N: -4.915 1.391 -2.860
C: -3.376 1.494 -2.889
C: -3.028 0.947 -1.351
C: -1.492 0.316 -1.238
C: -3.208 2.154 -0.256
C: -4.665 2.203 0.494
C: -5.178 0.758 1.097
C: -3.088 0.468 -4.153
C: -4.516 -0.021 -4.871
H: -9.575 -0.181 -2.779
H: -5.580 1.826 -2.166
H: -3.095 2.638 -3.033
H: -3.752 0.025 -1.187
H: -0.735 1.036 -0.693
H: -1.606 -0.630 -0.521
H: -1.090 -0.102 -2.255
H: -2.377 2.177 0.589
H: -3.093 3.196 -0.826
H: -5.515 2.698 -0.147
H: -4.525 2.915 1.442
H: -4.300 0.056 1.438
H: -5.983 0.961 1.930
H: -5.745 0.215 0.206
H: -2.784 -0.523 -3.571
H: -2.195 0.757 -4.885
H: -4.600 0.545 -5.895
H: -4.522 -1.214 -4.910
C: 0.327 0.629 2.037
C: 1.515 0.005 1.310
N: 2.783 0.713 1.513
C: 3.847 0.260 0.612
C: 4.336 -1.179 0.766
C: 3.195 0.920 2.904
C: 3.377 -0.316 3.777
H: 0.191 1.678 1.749
H: -0.590 0.089 1.779
H: 0.438 0.577 3.124
H: 1.272 0.017 0.240
H: 1.590 -1.049 1.603
H: 4.708 0.933 0.698
H: 3.497 0.387 -0.420
H: 4.979 -1.296 1.640
H: 4.936 -1.455 -0.107
H: 3.514 -1.896 0.834
H: 2.458 1.573 3.386
H: 4.122 1.508 2.926
H: 2.582 -1.053 3.638
H: 3.369 -0.025 4.833
H: 4.338 -0.800 3.591
Cl: 4.632 0.027 -1.517
Cl: 3.714 -2.956 2.510
Al: 4.561 -4.424 1.069
F: 5.965 -3.865 -1.318
O: -4.697 -2.460 -1.428
H: -5.296 -3.085 -1.863
H: -5.135 -1.602 -1.536
C: 7.961 4.109 1.696
C: 7.386 2.818 1.135
C: 7.516 2.765 -0.379
O: 6.010 2.719 1.495
H: 7.428 4.981 1.299
H: 7.849 4.139 2.785
H: 9.023 4.208 1.450
H: 7.904 1.961 1.579
H: 6.967 3.589 -0.849
H: 7.087 1.836 -0.770
H: 8.565 2.824 -0.687
H: 5.543 3.476 1.104
C: -7.541 -4.519 -0.493
O: -7.098 -4.159 -1.572
N: -8.166 -5.697 -0.318
N: -7.443 -3.768 0.620
H: -8.536 -6.011 0.563
H: -8.260 -6.293 -1.131
H: -6.979 -2.873 0.532
H: -7.801 -4.047 1.518
Cl: -0.159 2.545 0.379
N: 8.516 -3.470 1.422
O: 7.529 -2.810 1.054
O: 8.438 -4.706 1.511
O: 9.579 -2.892 1.700

## Properties
Frontier orbital gap ... 0.0772 Eh
HOMO energy ... -3.8 eV
LUMO level ... -1.7 eV
Charge ... -1
Calculated total energy ... -89136.2153 eV
2S+1 ... 1


A cluster of 2 separate species, C3H9N in total, computed with ωB97M-V/def2-TZVPD.

Positions of all 13 atoms, in Å:
C: 1.648 2.112 -0.617
C: 1.567 1.691 -1.872
H: 1.037 2.956 -0.307
H: 2.329 1.693 0.115
H: 0.959 2.244 -2.573
H: 2.145 0.833 -2.200
C: -2.082 -1.950 1.055
N: -0.776 -1.337 1.131
H: -2.161 -2.893 1.608
H: -2.344 -2.082 0.012
H: -2.876 -1.245 1.330
H: -0.359 -1.234 2.036
H: -0.126 -1.511 0.386

## Properties
Frontier orbital gap ... 0.3642 Eh
Relative energy (zero: lowest compared OMol25 entry of this formula, charge and spin) ... 144.0 kJ/mol
HOMO energy ... -8.7 eV
LUMO level ... 1.2 eV
Charge ... 0
Calculated total energy ... -4745.6165 eV
2S+1 ... 1


A cluster of 2 separate species, C3H5O2 in total at a distorted geometry, computed with ωB97M-V/def2-TZVPD.

Positions of all 10 atoms, in Å:
C: -0.068 -0.065 1.427
C: 1.198 0.285 1.174
H: -0.447 -0.130 2.435
H: -0.772 -0.187 0.555
H: 1.977 0.338 1.932
H: 1.477 0.477 0.122
O: -1.515 0.629 -1.243
C: -0.838 -0.189 -1.906
O: 0.231 -0.742 -1.581
H: -1.244 -0.416 -2.917

## Properties
Frontier orbital gap ... 0.3132 Eh
Relative energy (zero: lowest compared OMol25 entry of this formula, charge and spin) ... 115.5 kJ/mol
HOMO energy ... -4.0 eV
LUMO level ... 4.5 eV
Charge ... -1
Calculated total energy ... -7287.3299 eV
2S+1 ... 1


A cluster of 2 separate species, C11H23NO5 in total, computed with ωB97M-V/def2-TZVPD.

Positions of all 40 atoms, in Å:
C: 0.547 3.285 -1.700
O: -0.626 3.249 -0.921
C: -1.748 2.667 -1.570
C: -2.376 1.564 -0.723
C: -2.453 1.839 0.794
C: -1.701 0.770 1.598
C: -0.231 1.141 1.816
C: 0.737 -0.025 2.091
C: 0.360 -1.356 1.431
C: 1.501 -2.392 1.613
N: 1.471 -3.364 0.545
O: -0.012 -1.222 0.088
C: 0.983 -0.713 -0.805
H: 0.499 4.072 -2.465
H: 1.380 3.496 -1.030
H: 0.735 2.324 -2.188
H: -2.474 3.459 -1.798
H: -1.432 2.236 -2.524
H: -3.387 1.418 -1.117
H: -1.839 0.631 -0.903
H: -2.009 2.817 1.003
H: -3.497 1.885 1.114
H: -2.192 0.614 2.565
H: -1.760 -0.161 1.041
H: -0.201 1.838 2.662
H: 0.128 1.708 0.956
H: 0.824 -0.196 3.170
H: 1.737 0.250 1.745
H: -0.537 -1.742 1.932
H: 1.483 -2.754 2.660
H: 2.457 -1.866 1.495
H: 0.611 -3.894 0.479
H: 2.230 -4.032 0.589
H: 0.787 -1.136 -1.792
H: 1.974 -1.085 -0.557
H: 0.971 0.391 -0.805
C: 1.763 -3.932 -2.624
O: 2.324 -4.883 -1.937
O: 2.314 -2.748 -2.660
O: 0.661 -4.155 -3.270

## Properties
Frontier orbital gap ... 0.0794 Eh
HOMO energy ... 2.4 eV
LUMO level ... 4.6 eV
Charge ... -2
Calculated total energy ... -23503.9680 eV
2S+1 ... 1


The molecule C5H6N2, computed with ωB97M-V/def2-TZVPD.

Positions of all 13 atoms, in Å:
N: -0.583 -0.107 2.424
C: 0.514 0.233 1.918
C: -0.174 -0.737 1.099
C: -0.917 -0.341 -0.160
C: 0.024 -0.178 -1.350
C: 0.691 1.073 -1.635
N: 1.456 0.263 -1.060
H: 0.137 -1.782 1.152
H: -1.457 0.594 0.038
H: -1.672 -1.098 -0.400
H: -0.069 -0.917 -2.147
H: 1.344 0.900 2.118
H: 0.708 2.095 -1.997

## Properties
Frontier orbital gap ... 0.4029 Eh
Relative energy (zero: lowest compared OMol25 entry of this formula, charge and spin) ... 403.0 kJ/mol
HOMO energy ... -9.9 eV
LUMO level ... 1.1 eV
Charge ... 0
Calculated total energy ... -8258.1814 eV
2S+1 ... 1